A structure of composition C55H44BrNO2P3Ru. Source: OMol25; level of theory: wB97M-V/def2-TZVPD.

Geometry (Å):
Ru -0.11161 0.40928 0.22061
C -0.26063 -0.44586 -2.93861
P -1.05023 0.92971 -1.94549
C -0.86507 2.33552 -3.07782
C 0.40216 2.65308 -3.55641
C 0.57401 3.71022 -4.43659
C -0.52197 4.46231 -4.83707
C -1.78255 4.16853 -4.33559
C -1.95572 3.11596 -3.44703
C -2.82085 0.49190 -1.97758
C -3.59420 0.60127 -0.82551
C -4.94822 0.29676 -0.85195
C -5.54171 -0.12374 -2.03405
C -4.77942 -0.23846 -3.19086
C -3.42977 0.07666 -3.16327
C 0.19005 -1.54009 -2.03107
C 0.46332 -2.89765 -2.24407
C 0.83499 -3.44355 -1.01857
C 0.83150 -2.39797 -0.06133
C 0.57919 -2.43706 1.42412
P -1.02810 -1.53722 1.57666
C -1.35205 -1.21290 3.33371
C -2.35273 -1.84355 4.06976
C -2.58646 -1.47273 5.38824
C -1.82769 -0.47365 5.97974
C -0.83289 0.16609 5.25004
C -0.60680 -0.19084 3.93060
C -2.17261 -2.83970 1.02682
C -2.11265 -4.10801 1.61453
C -2.97785 -5.10914 1.20651
C -3.90758 -4.86094 0.20196
C -3.96513 -3.61139 -0.39295
C -3.10022 -2.60331 0.01850
N 0.39862 -1.25358 -0.71458
H 0.60822 -0.01866 -3.44914
H -0.92557 -0.82206 -3.71456
H 1.26625 2.08822 -3.23442
H 1.56411 3.94803 -4.80578
H -0.39112 5.28492 -5.52838
H -2.63621 4.76883 -4.62339
H -2.93433 2.92277 -3.02663
H -3.14473 0.91092 0.10790
H -5.53623 0.39193 0.05230
H -6.59922 -0.35396 -2.05839
H -5.23791 -0.55916 -4.11779
H -2.85738 0.01596 -4.08140
H 0.38281 -3.41308 -3.18908
H 1.09498 -4.47257 -0.81664
H 1.31595 -1.87655 2.00025
H 0.53825 -3.45690 1.79853
H -2.96101 -2.61980 3.62306
H -3.36639 -1.96858 5.95187
H -2.01385 -0.18964 7.00771
H -0.24103 0.95146 5.70349
H 0.15513 0.32961 3.36184
H -1.40398 -4.31606 2.40773
H -2.92860 -6.08490 1.67268
H -4.58108 -5.64663 -0.11631
H -4.68067 -3.41286 -1.18048
H -3.14062 -1.63655 -0.46624
C 3.89193 0.49003 -4.35143
C 3.81216 -0.88634 -4.17674
C 3.59345 -1.40979 -2.91201
C 3.44381 -0.56053 -1.81181
C 3.51396 0.81896 -1.99373
C 3.74934 1.33834 -3.26128
P 3.21281 -1.32895 -0.20009
C 4.76893 -2.16867 0.13931
C 4.73295 -3.31961 0.92497
C 5.90881 -3.98762 1.23939
C 7.12010 -3.51199 0.75859
C 7.16096 -2.37308 -0.03831
C 5.98989 -1.70110 -0.34798
C 2.99287 0.00019 1.01876
C 4.07284 0.29480 1.85097
C 4.03062 1.36877 2.72969
C 2.90394 2.16731 2.76420
C 1.80878 1.86181 1.96273
C 1.79509 0.75908 1.09823
H 4.07392 0.90010 -5.33705
H 3.93422 -1.55039 -5.02274
H 3.55466 -2.48356 -2.77213
H 3.40979 1.48748 -1.14764
H 3.82575 2.41065 -3.39369
H 3.78248 -3.69485 1.28962
H 5.87836 -4.88067 1.84995
H 8.03755 -4.03358 0.99854
H 8.10697 -2.00967 -0.41745
H 6.01949 -0.81867 -0.97628
H 4.96721 -0.31485 1.80959
H 4.88076 1.58086 3.36561
H 2.86151 3.02629 3.42326
H 0.93202 2.48468 2.03476
Br -2.57532 5.92234 -0.33987
C -2.77647 5.10621 1.35518
C -3.40245 5.88121 2.32278
C -3.58545 5.39205 3.60702
C -3.13071 4.12371 3.93542
C -2.49164 3.36465 2.97111
C -2.30799 3.83297 1.66620
C -1.65644 2.90785 0.67540
O -1.80791 3.03014 -0.52401
O -0.95078 1.95403 1.23900
H -3.74260 6.87363 2.06097
H -4.08071 6.00786 4.34724
H -3.26935 3.73078 4.93458
H -2.12497 2.37647 3.21101

Computed properties:
- HOMO energy (alpha / beta) (eV) = -9.60 / -10.70
- LUMO energy (alpha / beta) (eV) = -1.9 / -4.3
- multiplicity = 5
- charge = +1
- energy above the lowest of the compared OMol25 structures with the same formula, charge and spin (kcal per mole) = 0.74
- E_tot (a.u.) = -6020.26966
- frontier orbital gap (alpha / beta) (eV) = 7.66 / 6.40